Density functional theory data (ωB97M-V/def2-TZVPD) for a structure of composition C37H37CdF5P2.

Summary:
LUMO energy, eV: -1.05
E_HOMO, eV: -7.8

Element x y z (Å)
Cd -0.97550 3.34400 5.97151
P -2.35454 -1.97013 -3.18933
P -0.94669 0.83609 -4.15340
F 0.71352 1.93052 8.01286
F 1.07674 4.12117 8.06906
F -1.74470 2.22401 9.05373
F -1.62436 4.43082 9.02978
F -0.22876 3.26915 10.26887
C -3.79584 -3.95028 -6.48884
C -1.67251 -4.37417 0.71545
C -1.68122 1.51778 5.18875
C -3.10337 -3.29448 -4.25391
C -0.72251 -1.92571 -3.96346
C 1.77876 -0.46973 4.41102
C -2.96129 -2.81038 -0.61540
C 1.92192 2.65639 -0.98394
C 0.90747 2.08692 -7.65510
C 2.48165 -0.07281 3.14430
C -2.80431 -3.56562 0.54513
C 0.09164 3.15460 -8.04097
C -3.31982 -4.60568 -3.80964
C -1.98803 -2.87759 -1.63483
C 1.92918 3.16658 -2.28579
C 2.29108 -0.42883 5.64594
C 0.99149 1.66947 -0.62801
C 3.59118 0.99594 3.30389
C -1.34589 2.73520 -6.13275
C 0.09298 3.16879 7.92173
C 4.00862 1.37956 6.29920
C -0.88712 3.28414 9.08464
C -3.70765 -5.59551 -4.71802
C -3.38526 -2.96152 -5.59421
C -1.03705 3.47315 -7.27385
C 0.11415 1.15508 -1.58378
C -0.12821 -0.76475 -4.35431
C -0.68409 -4.39670 -0.27299
C 1.02933 2.68309 -3.23760
C -0.49672 1.68570 -5.71924
C 0.61951 1.35295 -6.49939
C 0.15211 1.64272 -2.90620
C 3.32836 2.36385 5.40272
C 3.71650 -0.11719 6.01986
C 3.16098 2.19706 4.08543
C -3.93822 -5.27672 -6.05858
C -0.82187 -3.62624 -1.43232
H 1.27526 0.53183 -6.21445
H -3.56994 -3.53041 1.32121
H 2.63775 3.02542 -0.24616
H 2.67090 2.97422 3.48735
H -3.15640 -4.86408 -2.76213
H -2.70772 1.37697 5.56713
H 3.73373 1.59777 7.34232
H 0.20307 -5.01812 -0.14680
H -3.25304 -1.93221 -5.93527
H 3.92336 -0.65750 6.96029
H -0.59427 0.36689 -1.31725
H -3.83803 -2.17232 -0.74839
H 0.33235 3.73558 -8.93420
H 2.92130 -0.95378 2.64638
H 0.75396 -0.83497 4.26285
H 1.78037 1.82097 -8.25187
H -1.56237 -4.98245 1.61567
H -1.67846 4.30374 -7.57042
H -1.03741 0.69456 5.53575
H 3.84750 1.34123 2.28996
H 3.03436 3.30059 5.88973
H 1.65985 -0.70082 6.50208
H 1.71570 0.31829 2.45458
H -0.26460 -2.90422 -4.16957
H -4.00169 -3.69174 -7.52794
H -1.67037 1.61939 4.09156
H 4.48620 0.52834 3.72737
H -2.23882 2.96706 -5.54712
H 2.64028 3.94374 -2.56912
H 4.43021 -0.49536 5.27616
H 5.09990 1.51458 6.22878
H 1.02586 3.10080 -4.24561
H -0.02614 -3.62317 -2.17671
H -4.22766 -6.05585 -6.76708
H 0.95507 1.30329 0.39985
H 0.88058 -0.76567 -4.78594
H -3.82231 -6.62329 -4.37103

=====

Density functional theory data (ωB97M-V/def2-TZVPD) for the molecule C4H7NO.

Summary:
LUMO energy, eV: 0.38
Energy relative to the best compared isomer or geometry (same formula, charge and spin), kcal per mole: 123.2
E_HOMO, eV: -8.5

Element x y z (Å)
O -1.08799 0.20367 -0.13343
N 1.12002 -1.25526 0.39775
C -1.63277 0.48583 -1.42555
C 1.12294 -0.49100 1.61790
C 1.15247 0.20910 0.30294
C -0.01112 1.01094 -0.06369
H 2.04593 -0.49428 2.18636
H -2.71275 0.59350 -1.40825
H -1.13731 1.41293 -1.72971
H 0.20153 -0.40932 2.19126
H 2.07980 0.63764 -0.06332
H 0.16871 -1.56549 0.19650
H -1.30946 -0.33827 -2.06876

=====

Density functional theory data (ωB97M-V/def2-TZVPD) for a structure of composition C8H27AgO16.

Summary:
Multiplicity: 2
LUMO energy (alpha / beta), eV: -6.54 / -8.68
Charge: +1
Expectation value of S²: 0.766
E_HOMO (alpha / beta), eV: -11.9 / -11.9

Element x y z (Å)
Ag 1.13658 11.43939 -27.47687
O 4.94534 6.93287 -29.23069
O 5.86373 5.60510 -26.80599
O 11.54788 11.32652 -26.44999
O 2.87697 10.49061 -26.25295
O 7.49854 8.94843 -24.87624
O 5.32578 11.39295 -23.79377
O 2.73708 11.69481 -29.02667
O 8.80519 7.58007 -27.04370
O 3.01791 7.18566 -23.35066
O 10.17727 12.63106 -28.37009
O 7.31570 8.94854 -28.79391
O 1.02267 9.80835 -23.78191
O 4.89746 8.10218 -21.52285
O 0.99704 7.84810 -26.12669
O 7.40617 11.74389 -25.88793
O 4.01105 9.17417 -24.89186
C 10.33722 9.32967 -26.82066
C 9.23176 8.76280 -27.41963
C 8.80899 10.80865 -28.76647
C 3.80844 9.67058 -26.01239
C 8.31623 9.48502 -28.38831
C 10.66962 10.75412 -27.04266
C 9.82960 11.37742 -28.08043
C 5.04722 9.62426 -26.91395
H 7.01600 8.98456 -24.03728
H 6.97399 12.12700 -25.11310
H 3.02781 11.26264 -29.83638
H 1.05092 8.40115 -26.90756
H 5.03537 12.19896 -24.23211
H 7.72260 10.88466 -25.57127
H 5.75358 10.33770 -26.49309
H 5.46773 8.61274 -26.89294
H 1.72325 10.24778 -24.28564
H 5.05415 7.23970 -21.13021
H 8.30032 11.47433 -29.45221
H 10.84627 8.79987 -26.02247
H 1.49165 8.32558 -25.45041
H 2.10240 7.46495 -23.24250
H 4.86129 9.70889 -27.98784
H 5.37688 7.76584 -29.00399
H 1.32240 9.85465 -22.86706
H 4.20371 7.93982 -22.19210
H 5.40360 6.24060 -27.37132
H 6.64392 5.34821 -27.30497
H 3.30128 12.47195 -28.93997
H 6.83291 8.66368 -25.51142
H 8.18687 7.29309 -27.75297
H 4.27421 7.17184 -29.87761
H 3.40183 7.81643 -23.99435
H 10.73544 12.94283 -27.62965
H 4.77244 10.69531 -24.17919

=====

Density functional theory data (ωB97M-V/def2-TZVPD) for a cluster of 2 separate species, C6H12N in total.

Summary:
LUMO energy, eV: -4.52
Charge: +1
Energy relative to the best compared isomer or geometry (same formula, charge and spin), kcal per mole: 77.2
E_HOMO, eV: -13.5

Element x y z (Å)
N 1.16308 -0.54580 -0.71248
C 0.07850 -0.48089 -1.42715
C 2.31932 0.42394 -0.66230
C -0.12943 0.21628 2.44482
C -1.04060 -1.45099 -1.42067
C -1.99378 1.36525 1.19033
C -0.92582 0.81984 1.63868
H -2.05706 2.39486 0.89964
H -1.93204 -0.82009 -1.23035
H 3.04734 -0.12110 -1.29383
H -0.98264 -2.14900 -0.54168
H 0.04574 0.49608 -1.91832
H 2.74229 0.51083 0.28401
H -1.27901 -1.91353 -2.31947
H 0.86354 0.03525 2.23269
H 1.84299 1.36992 -1.21186
H -0.33707 0.29504 3.51554
H 1.28504 -1.33916 -0.03770
H -2.71038 0.89324 0.57012

=====

Density functional theory data (ωB97M-V/def2-TZVPD) for a cluster of 3 separate species, C3H14NO3 in total.

Summary:
LUMO energy, eV: -2.92
Charge: +1
Energy relative to the best compared isomer or geometry (same formula, charge and spin), kcal per mole: 44.8
E_HOMO, eV: -14.1

Element x y z (Å)
O -0.69022 -1.61006 1.88764
O -0.88077 2.30521 0.57637
O 2.93561 -0.10450 0.40563
N 0.22665 -0.06102 -0.59415
C 0.65537 -0.23088 -2.07383
C -1.10760 -0.57385 -0.22253
C -1.36075 -0.55707 1.28150
H 1.64500 -0.70443 -2.11128
H 0.38603 1.04163 -0.33986
H 3.39868 0.25169 1.13428
H 3.44962 -0.43900 -0.29271
H 1.09770 -0.46945 0.07207
H -2.00190 0.02987 -0.66262
H -1.25834 -1.58543 -0.55510
H 0.77539 0.80588 -2.49072
H -1.34545 2.64974 1.39932
H -0.17721 -0.90797 -2.60261
H -1.29142 -2.35215 1.90405
H -1.02028 3.08617 -0.00475
H -2.40829 -0.81424 1.42216
H -1.02784 0.23985 1.86715

=====

Number 1: strongest force on any atom 0.0287 Eh/bohr, calculated total energy -75694.5841 eV. Number 2: strongest force on any atom 0.0119 Eh/bohr, calculated total energy -7794.3017 eV. Number 3: strongest force on any atom 0.0530 Eh/bohr, calculated total energy -45482.8877 eV. Number 4: strongest force on any atom 0.1009 Eh/bohr, calculated total energy -7896.7139 eV. Number 5: strongest force on any atom 0.0890 Eh/bohr, calculated total energy -10963.0660 eV.